Below is a molecular structure, C18H48LiO18S6 in a non-equilibrium geometry, with properties calculated with wB97M-V/def2-TZVPD.

Output
frontier orbital gap: 10.5227 eV
charge: +1
molecular weight: 751.91 g mol⁻¹
energy above the lowest of the compared OMol25 structures with the same formula, charge and spin: 0.0 kJ/mol

Cartesian coordinates (Å):
S -1.461 2.903 -0.821
S -1.471 -0.852 -2.888
S -2.083 -3.087 0.909
S 2.626 1.398 1.077
S -0.001 -1.062 4.229
S 2.074 -2.628 -1.013
O -0.136 -1.011 2.802
O -0.589 1.858 -0.324
O 4.028 1.605 1.290
O 2.052 0.125 0.724
O 2.200 2.493 -0.053
O 0.830 -2.049 -0.593
O -3.686 -3.167 0.638
O -1.731 -1.687 0.821
O -1.406 -4.118 0.176
O 1.383 -0.278 4.523
O -1.499 3.178 -2.224
O 2.820 -1.516 -1.921
O -0.970 -2.132 -3.359
O -1.288 -0.490 -1.521
O -1.019 0.388 -3.828
O -0.067 -2.297 4.929
O -2.955 2.589 -0.229
O 2.970 -3.177 -0.025
C -4.100 3.267 -0.712
C 4.233 -1.669 -2.168
C 0.327 0.825 -3.727
C 3.103 3.518 -0.435
C 3.313 0.346 5.793
C -3.246 -0.711 -3.204
C -1.182 0.089 4.979
C 4.756 -0.307 -2.650
C 1.765 2.181 2.511
C 1.071 0.091 -4.887
C 3.156 3.634 -1.955
C 2.057 -0.521 5.760
C -5.038 3.759 0.415
C 1.628 -3.794 -2.359
C -2.165 -3.488 2.668
C -1.048 4.451 0.095
C -3.993 -4.159 -1.693
C -4.134 -4.294 -0.184
Li -0.189 -0.460 0.777
H 0.613 0.342 -5.844
H 0.933 -0.974 -4.726
H -5.592 4.604 0.010
H 2.274 2.047 3.458
H 1.502 3.211 2.292
H 2.460 -4.459 -2.588
H -1.408 4.361 1.115
H 4.460 -2.419 -2.928
H -5.218 -4.306 -0.060
H 3.343 2.670 -2.431
H 2.711 4.454 -0.025
H -3.800 4.098 -1.352
H 3.192 1.424 5.694
H 2.180 3.876 -2.383
H -3.749 -5.164 0.341
H 4.729 -2.018 -1.263
H 1.348 -3.222 -3.238
H -1.239 0.994 4.379
H -4.040 -5.142 -2.162
H 4.744 0.499 -1.917
H 0.321 1.914 -3.764
H 4.075 0.089 -3.408
H -3.464 -1.133 -4.182
H -4.678 2.546 -1.295
H 1.367 -0.220 6.560
H -3.830 -1.276 -2.482
H 4.009 -0.004 5.032
H -3.072 -3.649 -1.976
H -4.845 -3.640 -2.133
H -4.443 3.953 1.311
H 0.806 -4.422 -2.023
H -3.306 0.367 -3.068
H -1.509 5.303 -0.405
H 0.014 4.685 0.036
H -0.867 0.433 5.966
H 2.115 0.408 -4.930
H 0.844 1.597 2.569
H 0.944 0.583 -2.853
H 4.136 3.420 -0.107
H -2.122 -0.431 5.148
H 3.746 0.258 6.791
H 5.723 -0.474 -3.119
H -2.794 -2.761 3.177
H -1.140 -3.630 2.993
H 2.190 -1.585 5.958
H -5.767 3.057 0.822
H -2.736 -4.408 2.798
H 3.906 4.401 -2.134